(1)
{"formula": "C26H43N3O4PPdTe2", "method": "ωB97M-V/def2-TZVPD", "symbols": ["Pd", "N", "C", "C", "N", "H", "H", "H", "H", "H", "H", "H", "H", "C", "C", "O", "N", "Te", "C", "C", "C", "C", "C", "C", "C", "C", "C", "C", "C", "C", "C", "C", "C", "C", "C", "C", "H", "H", "H", "H", "H", "H", "H", "H", "H", "H", "H", "H", "H", "H", "H", "H", "H", "H", "H", "H", "H", "H", "H", "H", "H", "C", "C", "O", "P", "O", "Te", "O", "C", "C", "H", "H", "H", "H", "H", "H", "H", "H", "H", "H"], "positions_angstrom": [[1.431681, 0.264918, -0.666268], [1.362117, 1.465857, -2.937234], [2.748965, 1.518782, -3.400235], [3.638686, 2.144048, -2.342299], [3.691002, 1.292538, -1.155561], [0.788409, 0.941141, -3.584894], [0.967176, 2.396910, -2.848177], [2.861595, 2.070791, -4.339755], [3.076505, 0.490591, -3.570019], [3.236863, 3.120813, -2.053894], [4.627527, 2.317548, -2.780941], [4.153285, 1.769013, -0.391724], [4.232293, 0.447341, -1.341931], [2.412895, 3.660338, 0.957644], [1.060237, 3.304831, 0.383281], [0.376228, 4.125007, -0.240725], [0.652680, 2.047211, 0.680337], [-0.995482, 1.710799, -0.366582], [-2.982517, 2.288966, 0.198471], [-3.250031, 3.135588, 1.278406], [-2.173477, 3.853618, 2.046599], [-4.575251, 3.351380, 1.640727], [-5.622333, 2.752078, 0.955928], [-7.050669, 2.964891, 1.373954], [-5.318753, 1.961127, -0.142513], [-4.012556, 1.717741, -0.555318], [-3.836808, 0.904837, -1.812980], [-1.013765, -0.298830, 0.301620], [-0.949334, -0.582160, 1.675073], [-1.052246, 0.442356, 2.773260], [-0.807121, -1.909339, 2.065094], [-0.737009, -2.948084, 1.148276], [-0.520889, -4.367702, 1.587411], [-0.850202, -2.642454, -0.198347], [-0.992574, -1.336433, -0.651185], [-1.078004, -1.155616, -2.146856], [2.235327, 4.133057, 1.925924], [2.922487, 4.378078, 0.317966], [3.017112, 2.773082, 1.125354], [-1.192648, 3.777753, 1.582893], [-2.093067, 3.478401, 3.069183], [-2.407813, 4.917132, 2.105179], [-4.792881, 4.007328, 2.477061], [-7.123207, 3.694922, 2.178778], [-7.494265, 2.031761, 1.725832], [-7.656700, 3.319238, 0.539099], [-6.126839, 1.521612, -0.719955], [-4.423274, 1.359920, -2.612242], [-4.200855, -0.113907, -1.673068], [-2.812618, 0.838872, -2.167788], [-1.020870, 1.467653, 2.421263], [-0.220092, 0.326232, 3.469322], [-1.978678, 0.294491, 3.332733], [-0.729950, -2.130344, 3.125168], [-0.320372, -4.430173, 2.656503], [0.326317, -4.803780, 1.054238], [-1.395120, -4.984858, 1.371644], [-0.775047, -3.433954, -0.936447], [-0.289144, -1.741457, -2.616486], [-0.932755, -0.124522, -2.461288], [-2.045578, -1.495957, -2.521069], [3.492949, -0.744570, 2.006553], [3.167201, -2.157320, 1.571513], [2.377695, -2.146711, 0.375693], [2.908461, -2.365822, -1.143443], [2.042085, -1.442036, -1.966314], [5.286032, -2.185785, -1.304994], [2.381246, -3.849459, -1.470653], [2.977254, -5.006101, -0.878078], [2.417378, -6.226822, -1.567372], [3.841293, -0.738949, 3.041619], [2.598686, -0.118416, 1.939341], [4.272174, -0.318358, 1.373326], [2.556610, -2.663684, 2.322308], [4.075404, -2.740947, 1.407340], [2.741151, -5.016243, 0.191847], [4.062980, -4.948187, -0.985668], [1.328422, -6.242810, -1.506107], [2.801842, -7.132735, -1.096280], [2.702545, -6.236066, -2.619072]], "forces_ev_per_a": [[0.745, 0.384, 0.060], [-0.073, 0.084, 0.093], [0.004, -0.066, -0.021], [0.043, 0.005, -0.023], [-0.097, -0.111, 0.114], [-0.006, -0.036, 0.027], [0.025, 0.015, -0.087], [0.011, 0.018, 0.012], [-0.014, -0.001, -0.013], [-0.018, -0.008, 0.001], [0.011, 0.000, 0.019], [0.007, -0.015, -0.005], [0.014, 0.004, -0.023], [-0.089, 0.077, 0.023], [0.125, -0.297, 0.076], [-0.074, 0.098, -0.023], [-0.063, -0.011, 0.238], [-0.460, -0.240, -1.533], [0.322, 0.140, 0.834], [0.015, -0.028, -0.043], [0.072, 0.016, 0.095], [-0.036, -0.016, -0.047], [0.028, 0.036, 0.039], [-0.025, 0.002, 0.003], [-0.019, -0.031, -0.113], [-0.134, 0.140, 0.115], [0.015, -0.057, 0.012], [-0.230, 0.092, 0.053], [-0.007, -0.165, 0.018], [0.028, 0.036, 0.007], [0.040, 0.003, 0.012], [-0.013, 0.044, -0.023], [0.022, -0.039, 0.010], [-0.002, -0.002, -0.010], [0.100, -0.030, -0.033], [0.016, 0.015, -0.008], [0.037, 0.036, -0.016], [-0.013, -0.021, -0.024], [-0.014, -0.002, 0.007], [-0.027, -0.012, -0.044], [-0.055, -0.011, -0.005], [-0.022, -0.005, 0.015], [0.022, 0.004, 0.001], [0.009, 0.000, -0.001], [0.006, -0.002, -0.003], [0.008, -0.004, -0.006], [-0.005, 0.009, 0.012], [-0.011, -0.035, -0.011], [0.018, -0.017, 0.027], [-0.024, 0.042, 0.019], [-0.018, -0.008, -0.035], [-0.010, -0.008, 0.004], [-0.007, 0.007, -0.017], [-0.008, -0.001, -0.004], [-0.007, 0.015, 0.001], [0.000, 0.012, -0.006], [-0.002, 0.010, -0.010], [0.003, -0.009, 0.014], [-0.002, -0.020, -0.009], [-0.015, 0.020, 0.002], [-0.006, -0.012, 0.016], [-0.026, 0.021, 0.043], [-0.038, -0.031, -0.001], [0.149, -0.080, 0.060], [0.106, -0.037, 0.137], [0.097, -0.028, 0.141], [-0.472, -0.022, 0.001], [0.031, 0.101, -0.191], [-0.001, 0.042, 0.078], [-0.013, -0.051, -0.017], [0.042, -0.006, -0.021], [-0.008, -0.009, 0.020], [-0.021, -0.011, -0.034], [-0.025, 0.001, -0.020], [0.025, 0.034, 0.008], [0.003, 0.003, 0.001], [0.006, -0.008, -0.007], [0.001, 0.012, 0.015], [0.015, 0.010, -0.003], [-0.006, 0.016, 0.003]], "max_force_ev_per_a": 1.62, "homo_ha": [-0.257, -0.257], "e_lumo_ev": [0.347, 0.325], "total_charge": 0, "energy_ev": -67676.82725, "spin_multiplicity": 2, "s_squared": 0.7525}

=====

(2)
{"formula": "C4H17N2O2", "method": "ωB97M-V/def2-TZVPD", "symbols": ["N", "C", "C", "N", "C", "C", "H", "H", "H", "H", "H", "H", "H", "H", "H", "H", "H", "H", "H", "H", "H", "O", "H", "H", "O"], "positions_angstrom": [[0.131200, -0.238719, -1.262163], [0.454306, 1.222001, -1.389140], [0.376122, 1.932738, 0.017299], [0.104694, 0.960136, 1.081729], [-1.186198, 1.230779, 1.696089], [1.190939, 0.868065, 2.083612], [0.940212, -0.845666, -1.331346], [-0.637734, -0.485139, -1.879826], [-0.229882, -0.354202, -0.295873], [-0.186770, 1.615495, -2.167840], [1.489029, 1.285723, -1.699227], [-0.323067, 2.756201, -0.118061], [1.370893, 2.334137, 0.182467], [-1.145852, 2.055702, 2.415911], [-1.580155, 0.388222, 2.269428], [-1.977459, 1.516415, 1.005543], [0.834379, 1.181288, 3.062322], [2.053989, 1.451095, 1.780547], [1.538621, -0.165042, 2.126325], [-0.659952, -3.141824, -2.596437], [-1.863409, -2.478500, -2.150582], [-1.032138, -2.251320, -2.594540], [-0.033754, -3.250607, 0.619796], [0.385899, -4.223248, -0.522312], [-0.013917, -3.363723, -0.333712]], "forces_ev_per_a": [[-0.610, 1.167, 0.592], [0.674, -0.468, 0.517], [0.487, -0.682, -0.839], [-0.473, 0.987, -0.403], [-0.803, 0.119, 1.034], [-0.195, -0.679, -0.413], [-0.239, -0.323, -0.458], [0.569, -0.815, -0.436], [0.354, 0.141, 0.352], [-0.061, 0.288, 0.110], [0.017, 0.024, -0.448], [-0.176, -0.044, 0.664], [-0.105, 0.363, -0.023], [0.214, 0.138, -0.016], [0.279, -0.203, -0.140], [0.247, -0.181, -0.469], [0.133, 0.053, 0.059], [-0.002, 0.251, 0.097], [-0.060, -0.034, 0.313], [0.546, 0.250, -0.232], [-0.110, 0.435, -0.121], [-0.874, -0.642, -0.093], [0.080, -0.373, 0.130], [-0.022, 0.126, 0.400], [0.133, 0.103, -0.176]], "max_force_ev_per_a": 1.44, "homo_ha": -0.477, "e_lumo_ev": -2.942, "total_charge": 1, "energy_ev": -11492.19668}

=====

(3)
{"formula": "C3H6N2O", "method": "ωB97M-V/def2-TZVPD", "symbols": ["C", "C", "N", "N", "C", "O", "H", "H", "H", "H", "H", "H"], "positions_angstrom": [[0.892549, 0.875216, 0.131528], [-0.090269, 0.150527, -0.766678], [-0.071575, 0.111253, -2.036052], [-1.085292, -0.575457, -0.094469], [-0.834975, -0.937722, 1.229933], [-0.772371, -2.074575, 1.621044], [1.768028, 1.151231, -0.453669], [1.245332, 0.268366, 0.972685], [0.436109, 1.776884, 0.553091], [0.726241, 0.632924, -2.394303], [-1.499704, -1.310680, -0.659424], [-0.714072, -0.067965, 1.896314]], "forces_ev_per_a": [[0.110, 0.108, -0.114], [0.068, 0.062, -0.064], [0.104, 0.045, 0.357], [0.156, -0.187, -0.031], [-0.003, -0.300, 0.224], [-0.442, 0.307, -0.035], [-0.087, 0.140, -0.005], [-0.092, 0.024, -0.258], [0.058, -0.080, -0.093], [-0.143, 0.002, 0.020], [0.179, 0.049, 0.003], [0.091, -0.169, -0.003]], "max_force_ev_per_a": 0.54, "smiles": "[H]/N=C(\\C)NC=O", "homo_ha": -0.366, "e_lumo_ev": 0.834, "total_charge": 0, "energy_ev": -8235.79184}

=====

(4)
{"formula": "C33H40CuN3O7P4S", "method": "ωB97M-V/def2-TZVPD", "symbols": ["Cu", "C", "S", "C", "C", "C", "N", "P", "C", "C", "C", "C", "C", "C", "C", "C", "C", "C", "C", "C", "P", "C", "C", "C", "C", "C", "C", "C", "C", "C", "C", "C", "C", "H", "H", "H", "H", "H", "H", "H", "H", "H", "H", "H", "H", "H", "H", "H", "H", "H", "H", "H", "H", "H", "H", "H", "H", "H", "H", "H", "H", "H", "C", "C", "O", "P", "O", "O", "O", "P", "O", "O", "O", "H", "H", "H", "H", "H", "H", "H", "N", "C", "C", "C", "N", "H", "H", "H", "H"], "positions_angstrom": [[1.518249, -0.352426, 1.068905], [-5.082900, 2.458797, -3.598600], [-5.605597, 0.887318, -2.891913], [-4.002762, 0.060531, -2.782531], [-3.112656, 0.572458, -1.658549], [-1.787970, -0.191853, -1.658209], [-0.866834, 0.105870, -0.547619], [0.297876, 1.376072, -0.570174], [-0.635796, 2.769960, -1.315934], [-0.635335, 3.082265, -2.673619], [-1.393277, 4.142557, -3.152351], [-2.160781, 4.902288, -2.280336], [-2.166333, 4.603523, -0.924277], [-1.400316, 3.550184, -0.449616], [1.479127, 1.019341, -1.916558], [2.516524, 1.943138, -2.060006], [3.512408, 1.747763, -3.002127], [3.497673, 0.613240, -3.804646], [2.485116, -0.319499, -3.654439], [1.482056, -0.116494, -2.715382], [-0.940345, -0.667246, 0.991870], [-2.730834, -0.716536, 1.370174], [-3.581076, -1.737633, 0.948866], [-4.949958, -1.638304, 1.149591], [-5.483263, -0.520942, 1.778594], [-4.643363, 0.489233, 2.225400], [-3.274666, 0.384948, 2.026629], [-0.614504, -2.448332, 0.700686], [-0.891590, -3.332702, 1.745911], [-0.576755, -4.676137, 1.635884], [0.033314, -5.157585, 0.483223], [0.337443, -4.282841, -0.548584], [0.017667, -2.933566, -0.437081], [-5.975268, 3.069938, -3.725433], [-4.619368, 2.310929, -4.574246], [-4.392891, 2.986779, -2.941377], [-3.502785, 0.142320, -3.752295], [-4.229449, -0.998061, -2.632586], [-3.636452, 0.441211, -0.715210], [-2.931379, 1.640739, -1.778510], [-1.269880, 0.010062, -2.599515], [-1.994514, -1.267357, -1.644673], [-0.036795, 2.497460, -3.361610], [-1.384199, 4.374700, -4.210297], [-2.750046, 5.729636, -2.655558], [-2.757103, 5.196641, -0.237602], [-1.398369, 3.327808, 0.613021], [2.553467, 2.815639, -1.415452], [4.308634, 2.475262, -3.102079], [4.282072, 0.452753, -4.533360], [2.477980, -1.216181, -4.261287], [0.710856, -0.862997, -2.599834], [-3.174306, -2.608617, 0.449285], [-5.603425, -2.430837, 0.806289], [-6.552827, -0.440876, 1.925265], [-5.053250, 1.356027, 2.728126], [-2.620844, 1.176998, 2.376869], [-1.351379, -2.965436, 2.657209], [-0.793988, -5.348919, 2.455670], [0.288057, -6.206546, 0.401315], [0.832822, -4.643411, -1.441656], [0.299090, -2.253198, -1.226156], [5.727981, -1.245864, 2.591338], [4.756838, -1.932229, 1.646885], [5.468348, -2.981249, 0.984298], [3.310066, -2.668081, 2.516686], [2.829797, -3.885269, 1.615267], [3.945079, -3.403814, 3.779645], [2.223449, -1.723237, 2.862609], [3.992675, -0.767643, 0.438954], [5.108223, -0.610559, -0.708142], [2.838574, -1.586104, -0.119631], [3.674899, 0.548783, 1.067550], [6.132342, -1.958908, 3.308061], [5.237117, -0.432457, 3.126272], [6.549691, -0.833030, 2.004913], [4.998152, -3.219465, 0.176942], [2.325609, -3.549853, 0.852696], [3.324469, -3.414995, 4.521073], [5.454818, 0.290774, -0.715513], [0.421505, 2.047168, 3.152008], [0.636026, 2.790339, 4.258287], [1.850685, 2.390387, 4.761078], [2.291917, 1.391238, 3.869546], [1.415807, 1.195522, 2.903363], [-0.351331, 2.071953, 2.511356], [-0.074643, 3.529207, 4.590452], [2.347518, 2.766153, 5.639259], [3.199388, 0.811374, 3.877252]], "forces_ev_per_a": [[-0.336, 0.627, 1.012], [0.030, 0.077, 0.008], [-0.012, -0.033, -0.001], [0.022, -0.009, -0.024], [-0.011, -0.017, -0.017], [0.038, -0.025, 0.030], [-0.197, 0.022, 0.021], [0.015, -0.225, -0.017], [0.001, 0.042, -0.025], [-0.006, -0.006, 0.012], [-0.020, -0.016, -0.013], [-0.023, -0.002, -0.012], [0.000, -0.012, 0.015], [-0.004, 0.008, 0.002], [-0.024, 0.000, -0.030], [0.014, 0.009, 0.021], [-0.010, 0.001, -0.006], [0.011, 0.011, -0.002], [-0.010, -0.008, 0.004], [0.022, 0.017, -0.016], [0.380, -0.188, -0.448], [-0.032, -0.005, -0.018], [-0.024, 0.026, -0.036], [0.000, 0.010, -0.009], [-0.009, 0.000, 0.006], [0.007, 0.005, 0.003], [-0.007, 0.010, 0.005], [-0.150, 0.021, 0.010], [0.010, -0.019, 0.000], [0.023, -0.014, -0.022], [-0.017, -0.016, 0.019], [-0.037, 0.005, -0.011], [0.014, -0.015, 0.004], [-0.003, -0.019, 0.002], [0.002, -0.009, 0.005], [-0.003, -0.005, -0.006], [-0.006, 0.010, 0.000], [-0.012, 0.009, 0.018], [-0.017, -0.001, 0.084], [0.028, -0.005, -0.019], [0.020, 0.012, -0.008], [-0.009, -0.023, 0.005], [0.005, -0.004, 0.007], [-0.002, 0.001, 0.015], [0.007, -0.006, 0.002], [0.004, -0.002, -0.011], [0.005, 0.000, -0.015], [-0.009, -0.013, 0.000], [-0.009, -0.005, -0.002], [-0.007, -0.003, 0.012], [-0.002, 0.010, 0.007], [-0.036, -0.015, -0.009], [-0.005, 0.015, 0.004], [0.010, 0.015, 0.007], [0.013, 0.000, -0.001], [-0.001, -0.012, -0.007], [-0.001, -0.009, -0.001], [-0.005, -0.001, -0.015], [-0.001, 0.005, -0.006], [0.001, 0.018, 0.000], [-0.008, 0.004, 0.006], [0.006, 0.034, -0.029], [-0.061, 0.032, 0.015], [0.078, -0.149, 0.005], [0.070, 0.144, 0.106], [-0.056, -0.072, -0.170], [0.056, -0.033, 0.070], [-0.069, -0.022, 0.045], [0.085, 0.065, 0.125], [0.107, -0.026, -0.176], [0.095, 0.034, -0.014], [-0.090, 0.192, -0.065], [0.173, -0.141, -0.163], [0.008, -0.034, -0.013], [-0.001, -0.027, -0.027], [-0.004, 0.015, 0.013], [-0.068, -0.051, 0.027], [0.034, 0.057, -0.022], [0.059, -0.003, -0.072], [-0.060, -0.082, 0.011], [-0.009, 0.010, 0.026], [-0.032, 0.004, -0.028], [0.022, 0.001, -0.002], [0.037, -0.001, 0.025], [0.069, -0.165, -0.143], [-0.054, 0.006, -0.051], [0.027, -0.024, -0.005], [-0.015, -0.015, -0.030], [-0.022, 0.008, 0.005]], "max_force_ev_per_a": 1.24, "homo_ha": -0.282, "e_lumo_ev": 0.397, "total_charge": 0, "energy_ev": -146310.40415}